# 1
C48H75F7O48 | wB97M-V/def2-TZVPD

Geometry as XYZ:
```
178
Properties=species:S:1:pos:R:3:mulliken_charge:R:1
C -0.669 -1.942 3.522 0.003
C -1.772 -2.717 4.194 0.312
O -2.851 -2.701 3.299 -0.355
C -2.551 -1.805 2.281 0.072
O -3.228 -1.526 1.313 -0.536
O -1.343 -1.335 2.481 0.534
F -2.181 -2.160 5.342 -0.365
H 0.088 -2.623 3.133 -0.002
H -0.132 -1.402 4.301 0.038
H -1.532 -3.768 4.358 0.286
C 4.047 5.323 -0.934 -0.333
C 3.485 4.093 -1.596 0.853
O 4.682 3.449 -1.977 -0.259
C 5.676 4.378 -2.066 0.525
O 6.618 4.290 -2.815 -0.571
O 5.218 5.519 -1.609 -0.391
F 2.755 4.240 -2.682 -0.255
H 4.367 5.181 0.098 0.303
H 3.288 6.105 -0.942 0.313
H 3.006 3.473 -0.838 -0.162
C 1.256 -4.738 7.795 -0.425
C 1.135 -3.480 8.592 0.285
O 1.812 -2.517 7.939 -0.286
C 1.656 -2.760 6.697 0.579
O 1.906 -2.026 5.768 -0.433
O 1.247 -4.032 6.504 -0.266
F 1.794 -3.514 9.764 -0.304
H 0.476 -5.497 7.868 0.257
H 2.219 -5.222 7.957 0.268
H 0.099 -3.140 8.582 0.360
C -1.831 4.025 2.524 0.000
C -2.149 5.470 2.421 0.705
O -0.951 5.866 1.607 -0.384
C -0.311 4.859 1.091 0.205
O 0.731 4.942 0.423 -0.629
O -1.027 3.776 1.397 0.292
F -2.078 6.002 3.668 -0.306
H -2.686 3.371 2.347 -0.224
H -1.309 3.750 3.440 0.133
H -3.112 5.683 1.957 0.056
C 1.343 -8.069 0.736 -0.430
C 2.635 -7.329 0.709 0.284
O 2.369 -6.014 1.133 0.040
C 1.205 -6.082 1.838 0.468
O 0.675 -5.180 2.485 -0.531
O 0.626 -7.251 1.700 -0.315
F 3.104 -7.297 -0.533 -0.298
H 1.408 -9.127 0.990 0.304
H 0.848 -7.960 -0.229 0.260
H 3.335 -7.781 1.412 0.263
C 2.249 2.210 3.445 0.273
C 3.426 2.732 4.228 0.495
O 2.832 3.785 4.945 -0.330
C 1.570 3.838 4.823 0.457
O 0.828 4.613 5.449 -0.634
O 1.139 3.036 3.786 -0.071
F 4.355 3.220 3.412 -0.295
H 1.967 1.175 3.636 -0.087
H 2.563 2.399 2.419 -0.131
H 3.867 2.006 4.912 0.305
C -1.084 -3.394 -0.573 1.152
C -1.778 -4.620 0.079 0.907
O -1.429 -5.706 -0.735 -0.361
C -0.462 -5.322 -1.533 0.398
O 0.173 -6.077 -2.242 -0.626
O -0.217 -4.037 -1.504 0.038
F -3.027 -4.313 -0.177 -0.287
H -0.403 -2.947 0.150 -0.791
H -1.721 -2.695 -1.117 -0.782
H -1.587 -4.799 1.137 0.294
C 7.097 -0.730 -1.899 -0.678
O 6.237 -1.310 -0.925 -0.042
C 6.117 -2.653 -1.001 0.548
O 6.976 -3.383 -1.503 -0.659
O 4.988 -2.999 -0.450 -0.164
C 4.502 -4.339 -0.598 -0.471
H 6.618 -0.803 -2.875 0.170
H 8.083 -1.194 -1.872 0.338
H 7.169 0.346 -1.739 0.233
H 5.028 -4.971 0.117 0.321
H 4.685 -4.701 -1.610 0.443
H 3.427 -4.260 -0.439 -0.133
C -0.695 5.315 -2.889 -0.449
O -1.713 5.338 -1.907 -0.279
C -2.787 4.499 -1.975 0.787
O -2.974 3.693 -2.861 -0.500
O -3.466 4.762 -0.829 -0.245
C -4.777 4.267 -0.735 0.259
H -0.375 4.317 -3.187 0.097
H 0.196 5.824 -2.519 0.153
H -1.150 5.674 -3.812 0.370
H -5.374 5.091 -1.126 0.331
H -4.997 4.019 0.304 -0.571
H -4.942 3.344 -1.290 0.109
C -5.642 5.124 3.727 -0.739
O -5.083 3.885 3.483 -0.324
C -5.651 3.121 2.557 0.803
O -6.696 3.358 1.909 -0.645
O -4.950 2.058 2.395 -0.136
C -5.426 1.004 1.576 -0.443
H -5.623 5.307 4.801 0.279
H -6.671 5.184 3.374 0.358
H -5.037 5.885 3.235 0.227
H -5.816 1.204 0.578 0.382
H -6.251 0.551 2.126 0.443
H -4.604 0.294 1.490 -0.111
C -1.291 1.378 -1.081 -0.162
O -0.654 0.446 -0.270 0.586
C 0.658 0.364 -0.008 0.088
O 1.542 1.161 -0.416 -0.356
O 0.946 -0.876 0.422 -0.260
C 2.305 -1.260 0.572 -0.155
H -1.011 1.342 -2.134 -0.226
H -1.265 2.354 -0.596 -0.003
H -2.345 1.102 -1.134 0.154
H 2.846 -0.709 1.341 -0.133
H 2.805 -0.893 -0.324 0.370
H 2.478 -2.326 0.721 -0.035
C 5.432 1.055 0.772 -0.700
O 5.787 -0.141 1.531 -0.323
C 5.057 -0.440 2.704 0.533
O 4.149 0.184 3.217 -0.310
O 5.322 -1.757 3.008 -0.389
C 4.618 -2.487 3.961 -0.787
H 6.253 1.347 0.117 0.255
H 5.305 1.904 1.444 0.387
H 4.579 0.917 0.108 0.372
H 3.589 -2.740 3.705 0.228
H 4.710 -1.881 4.863 0.395
H 5.182 -3.398 4.159 0.372
C 2.433 1.313 -3.973 0.027
O 1.302 1.691 -4.790 -0.435
C 0.175 0.993 -4.655 0.683
O 0.064 0.021 -3.915 -0.204
O -0.718 1.549 -5.452 -0.406
C -2.038 1.098 -5.405 0.090
H 3.334 1.807 -4.338 0.341
H 2.748 0.271 -4.034 -0.041
H 2.289 1.472 -2.904 -0.173
H -2.700 1.950 -5.566 0.266
H -2.315 0.576 -4.489 -0.344
H -2.361 0.454 -6.223 0.409
C -3.300 -1.565 -3.193 -0.312
O -4.240 -1.270 -2.138 0.142
C -5.135 -2.168 -1.876 0.447
O -5.382 -3.259 -2.488 -0.667
O -5.846 -1.763 -0.843 -0.101
C -6.662 -2.691 -0.148 -0.851
H -2.586 -0.741 -3.181 -0.418
H -3.807 -1.461 -4.152 0.517
H -2.802 -2.534 -3.164 0.209
H -7.227 -2.149 0.610 0.311
H -6.050 -3.366 0.449 0.287
H -7.404 -3.324 -0.634 0.339
C 2.101 -2.762 -3.929 -0.533
O 3.482 -2.404 -3.955 0.106
C 4.349 -3.082 -4.716 0.381
O 4.034 -3.830 -5.586 -0.573
O 5.644 -2.856 -4.293 -0.096
C 6.754 -3.453 -4.869 -0.817
H 1.480 -2.030 -3.413 -0.077
H 2.086 -3.604 -3.236 0.315
H 1.686 -2.997 -4.910 0.425
H 7.566 -2.799 -4.552 0.245
H 6.810 -3.404 -5.957 0.363
H 6.932 -4.441 -4.444 0.295
C -5.745 2.044 -4.518 -0.321
O -6.537 3.162 -5.060 -0.341
C -7.211 4.041 -4.212 0.729
O -7.063 4.191 -2.984 -0.544
O -8.184 4.641 -4.933 -0.365
C -9.168 5.530 -4.401 -0.617
H -6.481 1.369 -4.082 0.350
H -4.985 2.451 -3.851 0.050
H -5.194 1.466 -5.259 0.281
H -8.726 5.823 -3.448 0.306
H -10.079 4.986 -4.154 0.260
H -9.400 6.385 -5.036 0.235
```

Calculated values
Gap between HOMO and LUMO (eV): 10.356
Total charge: 0
Multiplicity: 1

---

# 2
C48H80I2N14O3PSi | wB97M-V/def2-TZVPD

Geometry as XYZ:
```
149
Properties=species:S:1:pos:R:3:mulliken_charge:R:1
C 4.491 -2.008 0.599 -0.946
C 4.023 -0.642 1.039 0.628
I 4.643 -0.007 2.966 0.070
C 3.254 0.121 0.253 -1.582
I 2.669 2.053 1.017 0.006
C 2.684 -0.198 -1.172 1.222
C 3.621 0.380 -2.248 -1.407
C 3.708 1.917 -2.364 -0.804
C 5.059 2.504 -1.866 -0.613
N 5.334 3.761 -2.588 -0.775
C 2.227 -1.606 -1.559 -0.878
P 3.459 -2.873 -2.244 0.189
O 3.364 -2.716 -3.871 -0.332
O 2.862 -4.356 -1.823 -0.508
N 1.405 -1.887 -0.322 -0.466
C 0.717 -0.635 -0.245 -0.283
N -0.299 -0.536 0.558 0.134
C -1.037 0.715 0.771 -1.307
C -2.334 0.848 -0.031 -0.022
C -2.930 2.248 0.285 -0.839
C -4.470 2.234 0.489 -0.584
C -5.164 3.236 -0.472 -0.656
C -6.600 2.727 -0.758 -0.925
C -6.593 1.572 -1.754 -0.258
C -8.033 1.109 -2.120 -0.979
Si -7.892 -0.603 -2.959 0.102
C -6.189 -0.881 -3.744 -1.062
C -9.161 -0.775 -4.348 -1.104
C -8.270 -1.979 -1.716 0.467
C -8.718 -3.195 -2.199 -0.159
C -9.008 -4.248 -1.370 -0.763
C -8.838 -4.074 -0.022 -0.414
C -8.379 -2.891 0.495 -0.964
C -8.105 -1.845 -0.356 -0.098
N 1.282 0.370 -1.017 1.172
C 0.567 0.793 -2.244 -1.018
C 0.098 2.263 -2.246 -0.501
C -1.166 2.475 -3.094 -0.849
O -1.115 1.760 -4.335 -0.595
H 5.023 -1.937 -0.347 0.240
H 3.660 -2.715 0.586 0.185
H 5.203 -2.382 1.337 0.625
H 4.615 -0.027 -2.043 0.730
H 3.306 -0.052 -3.206 0.415
H 2.858 2.439 -1.925 0.270
H 3.687 2.146 -3.433 0.480
H 5.886 1.828 -2.090 0.439
H 4.983 2.744 -0.804 0.140
H 5.400 3.578 -3.584 0.332
H 4.519 4.353 -2.454 0.272
H 1.430 -1.645 -2.320 0.880
H 2.821 -3.453 -4.238 0.315
H 1.899 -4.361 -1.958 0.346
H 0.702 -2.572 -0.599 0.463
H -0.554 -1.379 1.057 0.353
H -0.379 1.565 0.599 0.091
H -1.308 0.754 1.829 0.660
H -3.053 0.120 0.353 0.593
H -2.160 0.719 -1.099 -0.029
H -2.488 2.540 1.248 0.468
H -2.600 3.007 -0.426 0.532
H -4.803 1.231 0.206 -0.017
H -4.766 2.391 1.526 0.373
H -5.196 4.196 0.054 0.385
H -4.589 3.368 -1.392 0.380
H -6.993 2.417 0.215 0.296
H -7.176 3.562 -1.167 0.421
H -6.047 1.852 -2.661 0.402
H -6.091 0.685 -1.350 0.057
H -8.594 0.957 -1.193 0.416
H -8.515 1.824 -2.787 0.471
H -6.114 -1.905 -4.118 0.390
H -5.357 -0.667 -3.067 0.209
H -6.101 -0.201 -4.599 0.346
H -8.909 -1.682 -4.898 0.158
H -9.120 0.096 -5.002 0.458
H -10.148 -0.910 -3.905 0.393
H -8.865 -3.298 -3.271 0.075
H -9.353 -5.194 -1.765 0.482
H -9.045 -4.895 0.659 0.592
H -8.227 -2.766 1.567 0.499
H -7.729 -0.905 0.042 0.216
H -0.361 0.206 -2.302 0.479
H 1.102 0.581 -3.169 0.579
H -0.098 2.555 -1.211 0.118
H 0.863 2.942 -2.626 0.426
H -2.089 2.205 -2.572 0.290
H -1.227 3.535 -3.347 0.455
H -1.527 0.905 -4.173 0.352
C -10.149 -1.085 3.859 -0.741
C -9.470 -2.358 4.044 0.397
N -8.937 -3.363 4.196 -0.408
H -10.258 -0.558 4.806 0.321
H -9.593 -0.439 3.180 0.213
H -11.144 -1.228 3.441 0.260
C -10.634 -4.728 -5.935 -0.705
C -10.994 -3.318 -6.005 0.434
N -11.276 -2.207 -6.057 -0.383
H -11.522 -5.358 -5.906 0.308
H -10.044 -5.025 -6.801 0.265
H -10.047 -4.942 -5.042 0.139
C 5.885 4.106 3.514 -0.205
C 4.630 4.744 3.149 0.243
N 3.642 5.241 2.842 -0.444
H 5.842 3.028 3.360 0.061
H 6.714 4.489 2.919 0.107
H 6.133 4.275 4.562 0.202
C 9.573 3.817 6.225 -0.582
C 8.230 3.419 6.617 0.473
N 7.169 3.107 6.930 -0.483
H 9.666 4.900 6.159 0.271
H 10.316 3.471 6.941 0.141
H 9.842 3.410 5.251 0.148
C 3.605 -6.588 -6.243 -0.858
C 2.750 -5.479 -5.857 0.469
N 2.071 -4.605 -5.552 -0.523
H 3.732 -7.288 -5.419 0.286
H 3.180 -7.134 -7.085 0.316
H 4.593 -6.235 -6.538 0.282
C -7.694 -7.733 -0.340 -0.666
C -8.678 -7.746 -1.413 0.451
N -9.452 -7.756 -2.259 -0.429
H -7.892 -6.927 0.364 0.154
H -7.708 -8.671 0.214 0.318
H -6.689 -7.592 -0.734 0.243
C 5.961 -1.174 -5.514 -0.749
C 6.115 0.244 -5.228 0.443
N 6.238 1.363 -5.002 -0.413
H 6.519 -1.455 -6.406 0.381
H 6.325 -1.782 -4.687 0.236
H 4.915 -1.430 -5.677 0.137
C 11.185 3.431 10.478 -0.729
C 11.650 3.843 9.163 0.458
N 12.015 4.169 8.125 -0.469
H 11.558 2.442 10.738 0.299
H 11.523 4.120 11.249 0.150
H 10.096 3.397 10.517 0.317
C 12.966 4.213 14.817 -0.851
C 13.012 3.239 13.737 0.417
N 13.051 2.469 12.887 -0.403
H 13.277 5.197 14.470 0.272
H 11.958 4.303 15.220 0.271
H 13.627 3.923 15.633 0.320
C 8.895 2.512 0.732 -0.576
C 9.264 3.436 1.793 0.352
N 9.548 4.166 2.632 -0.403
H 7.827 2.296 0.755 0.074
H 9.126 2.929 -0.247 0.296
H 9.426 1.565 0.824 0.298
```

Calculated values
Gap between HOMO and LUMO (eV): 7.785
Total charge: +1
Multiplicity: 1

---

# 3
C48H86FN3O24PS | wB97M-V/def2-TZVPD

Geometry as XYZ:
```
164
Properties=species:S:1:pos:R:3:mulliken_charge:R:1
C -5.940 -4.336 0.114 -0.892
C -5.313 -4.157 -1.284 -0.433
C -4.336 -2.975 -1.338 -0.730
C -4.253 -2.306 -2.712 -0.621
C -3.579 -0.916 -2.654 -0.778
C -2.309 -0.786 -3.530 -0.650
C -1.075 -0.259 -2.776 -0.835
C -0.698 1.187 -3.163 -0.425
C 0.806 1.443 -3.158 -1.055
C 1.422 1.666 -1.771 -0.765
C 0.599 2.590 -0.883 -0.248
C 1.458 3.293 0.166 -1.156
C 0.788 4.450 0.921 -0.873
C 0.274 5.600 0.075 0.128
C 1.202 6.354 -0.672 1.245
C 2.666 6.017 -0.655 -0.200
C 3.420 6.366 0.460 -0.799
C 4.772 6.038 0.444 -0.677
C 5.249 5.381 -0.683 -0.565
C 4.406 5.072 -1.742 -0.560
N 3.113 5.400 -1.739 -0.282
C 0.763 7.430 -1.467 0.067
S 1.892 8.393 -2.471 1.216
O 1.331 9.650 -2.794 -0.615
O 2.386 7.556 -3.495 -0.516
F 2.998 8.662 -1.426 -0.208
C -0.590 7.757 -1.457 0.022
O -1.092 8.753 -2.205 -0.548
N -1.468 7.040 -0.717 0.361
P -3.189 7.621 -0.820 0.444
N -3.926 7.077 -2.063 -0.642
C -1.083 5.957 0.032 -0.110
C -2.159 5.219 0.789 0.050
C -2.250 3.727 0.410 -2.030
C -1.992 5.422 2.324 -0.638
C -3.382 5.562 2.953 -1.484
H -7.007 -4.524 0.051 0.291
H -5.473 -5.159 0.648 0.082
H -5.799 -3.456 0.736 0.330
H -4.777 -5.075 -1.509 0.361
H -6.099 -4.035 -2.024 0.374
H -3.343 -3.356 -1.101 0.178
H -4.627 -2.233 -0.598 0.403
H -5.267 -2.193 -3.091 0.434
H -3.705 -2.958 -3.387 0.264
H -3.347 -0.682 -1.616 0.328
H -4.305 -0.181 -2.995 0.351
H -2.076 -1.750 -3.972 0.464
H -2.563 -0.129 -4.357 0.347
H -0.210 -0.904 -2.911 0.461
H -1.314 -0.247 -1.714 0.294
H -1.243 1.857 -2.497 -0.123
H -1.063 1.401 -4.165 0.714
H 1.273 0.579 -3.622 0.622
H 1.031 2.324 -3.755 0.192
H 1.658 0.734 -1.260 0.334
H 2.388 2.152 -1.928 0.394
H 0.137 3.352 -1.513 0.334
H -0.159 2.007 -0.367 0.280
H 1.727 2.556 0.924 0.733
H 2.385 3.579 -0.310 0.121
H 1.553 4.863 1.574 0.731
H 0.021 4.066 1.574 0.096
H 2.973 6.868 1.303 0.619
H 5.421 6.292 1.265 0.524
H 6.292 5.109 -0.746 0.502
H 4.775 4.554 -2.612 0.562
H -1.168 9.567 -1.691 0.379
H -3.722 7.348 0.441 0.095
H -2.987 9.000 -0.817 0.076
H -4.739 6.541 -1.771 0.280
H -3.134 5.611 0.553 1.352
H -1.726 3.089 1.108 0.432
H -1.935 3.553 -0.610 0.298
H -3.296 3.434 0.446 0.473
H -1.440 6.343 2.497 0.371
H -1.509 4.564 2.776 0.350
H -3.807 6.513 2.633 0.348
H -3.349 5.526 4.035 0.406
H -4.057 4.794 2.585 0.354
C -3.814 -8.504 2.186 -0.691
O -3.404 -7.216 2.658 -0.211
C -2.829 -7.231 3.859 0.758
O -2.632 -8.203 4.538 -0.554
O -2.493 -5.978 4.174 -0.292
C -1.848 -5.853 5.444 -0.645
H -4.260 -8.349 1.208 0.196
H -2.959 -9.169 2.087 0.300
H -4.554 -8.941 2.853 0.344
H -0.919 -6.421 5.461 0.285
H -2.505 -6.191 6.243 0.300
H -1.632 -4.797 5.574 0.217
C 0.651 -7.289 2.496 -0.426
O 1.494 -8.161 3.247 -0.287
C 2.701 -7.660 3.502 0.831
O 3.101 -6.577 3.160 -0.538
O 3.387 -8.560 4.199 -0.342
C 4.713 -8.153 4.546 -0.623
H -0.295 -7.804 2.354 -0.008
H 0.476 -6.362 3.039 0.250
H 1.089 -7.077 1.522 0.331
H 4.691 -7.262 5.169 0.289
H 5.305 -7.970 3.651 0.291
H 5.148 -8.976 5.105 0.220
C 4.626 0.282 3.307 -0.626
O 3.576 -0.192 2.461 -0.266
C 3.798 -1.389 1.911 0.868
O 4.786 -2.061 2.053 -0.606
O 2.741 -1.704 1.173 -0.319
C 2.840 -2.969 0.504 -0.650
H 4.305 1.252 3.676 0.231
H 4.777 -0.392 4.148 0.306
H 5.552 0.398 2.749 0.222
H 2.933 -3.778 1.226 0.334
H 3.685 -2.972 -0.182 0.279
H 1.918 -3.088 -0.057 0.227
C 6.672 -0.546 0.358 -0.610
O 7.615 -0.736 -0.702 -0.348
C 7.054 -0.991 -1.880 0.761
O 5.870 -1.061 -2.097 -0.540
O 8.022 -1.154 -2.778 -0.338
C 7.559 -1.442 -4.100 -0.622
H 7.248 -0.348 1.257 0.279
H 6.031 0.312 0.144 0.285
H 6.071 -1.434 0.512 0.337
H 6.948 -0.625 -4.480 0.288
H 6.993 -2.371 -4.115 0.292
H 8.446 -1.548 -4.717 0.213
C 1.688 -0.903 -8.258 -0.605
O 1.624 0.457 -8.693 -0.343
C 0.987 1.271 -7.857 0.833
O 0.485 0.956 -6.809 -0.520
O 0.998 2.496 -8.379 -0.323
C 0.342 3.482 -7.580 -0.560
H 2.229 -1.444 -9.029 0.215
H 2.225 -0.980 -7.315 0.281
H 0.688 -1.321 -8.155 0.281
H 0.828 3.576 -6.610 0.239
H -0.709 3.233 -7.450 0.275
H 0.428 4.419 -8.121 0.222
C -1.518 -13.021 -0.839 -0.648
O -2.575 -12.198 -0.337 -0.259
C -3.792 -12.573 -0.728 0.732
O -4.049 -13.506 -1.439 -0.540
O -4.676 -11.732 -0.191 -0.239
C -6.036 -12.017 -0.527 -0.653
H -0.595 -12.606 -0.446 0.206
H -1.633 -14.045 -0.492 0.296
H -1.496 -12.995 -1.927 0.297
H -6.321 -13.004 -0.169 0.302
H -6.188 -11.949 -1.602 0.308
H -6.639 -11.264 -0.028 0.200
C -3.622 8.684 8.043 -0.612
O -2.237 9.041 7.999 -0.318
C -1.526 8.393 7.087 0.831
O -1.943 7.561 6.320 -0.548
O -0.266 8.818 7.164 -0.317
C 0.627 8.199 6.241 -0.612
H -4.067 9.288 8.827 0.221
H -4.105 8.907 7.094 0.284
H -3.739 7.630 8.286 0.290
H 0.320 8.400 5.216 0.258
H 0.676 7.125 6.415 0.290
H 1.604 8.639 6.420 0.231
```

Calculated values
Gap between HOMO and LUMO (eV): 7.583
Total charge: +1
Multiplicity: 1

---

Number 1: total energy -168290.418 eV. Number 2: total energy -111435.996 eV. Number 3: total energy -127614.907 eV.